{
  "formula": "C22H54Cl2NO8P",
  "method": "ωB97M-V with the def2-TZVPD basis set",
  "elements": ["C", "C", "Cl", "C", "Cl", "P", "C", "C", "C", "N", "H", "H", "H", "H", "H", "H", "H", "H", "H", "H", "H", "H", "H", "H", "C", "O", "C", "C", "O", "C", "H", "H", "H", "H", "H", "H", "H", "H", "H", "H", "C", "O", "C", "C", "O", "C", "H", "H", "H", "H", "H", "H", "H", "H", "H", "H", "C", "O", "C", "C", "O", "C", "H", "H", "H", "H", "H", "H", "H", "H", "H", "H", "C", "O", "C", "C", "O", "C", "H", "H", "H", "H", "H", "H", "H", "H", "H", "H"],
  "positions_angstrom": [[3.815, 1.853, 3.690], [2.348, 2.120, 3.868], [1.857, 2.431, 5.518], [1.406, 2.094, 2.930], [1.918, 1.723, 1.303], [-0.507, 2.351, 3.070], [-2.374, 2.576, 3.101], [-2.922, 3.971, 2.757], [-2.186, 5.183, 3.333], [-1.096, 5.639, 2.462], [3.978, 0.814, 3.392], [4.354, 2.043, 4.616], [4.222, 2.504, 2.911], [-0.450, 2.761, 1.713], [-0.638, 0.971, 3.346], [-0.281, 3.225, 4.153], [-2.747, 1.853, 2.361], [-2.748, 2.247, 4.077], [-3.954, 4.027, 3.122], [-2.980, 4.100, 1.671], [-1.859, 4.970, 4.363], [-2.895, 6.014, 3.407], [-0.599, 6.411, 2.894], [-0.408, 4.913, 2.304], [-1.276, 0.045, -0.129], [-2.398, 0.837, -0.476], [-2.052, 2.142, -0.917], [-2.090, 2.258, -2.425], [-1.128, 1.426, -3.048], [-1.666, 0.223, -3.566], [-1.613, -0.986, -0.039], [-0.493, 0.101, -0.888], [-0.858, 0.364, 0.830], [-1.055, 2.412, -0.552], [-2.772, 2.845, -0.489], [-1.870, 3.293, -2.702], [-3.094, 2.017, -2.790], [-2.279, 0.419, -4.453], [-2.273, -0.304, -2.825], [-0.827, -0.408, -3.852], [1.942, -1.650, 3.008], [3.067, -1.998, 3.792], [3.139, -3.377, 4.113], [4.066, -4.122, 3.176], [3.579, -4.120, 1.847], [4.181, -3.144, 1.014], [2.116, -0.646, 2.627], [1.815, -2.329, 2.161], [1.025, -1.651, 3.610], [2.142, -3.828, 4.078], [3.514, -3.462, 5.137], [4.143, -5.163, 3.503], [5.066, -3.678, 3.218], [5.204, -3.429, 0.746], [4.197, -2.163, 1.496], [3.594, -3.085, 0.100], [3.739, -1.425, -2.605], [4.488, -2.597, -2.340], [4.640, -3.448, -3.463], [5.998, -3.298, -4.109], [6.185, -2.009, -4.666], [6.952, -1.141, -3.854], [3.860, -0.763, -1.749], [4.093, -0.916, -3.504], [2.675, -1.658, -2.722], [3.855, -3.249, -4.200], [4.524, -4.479, -3.116], [6.086, -4.026, -4.921], [6.782, -3.514, -3.375], [8.006, -1.440, -3.846], [6.581, -1.117, -2.827], [6.874, -0.144, -4.285], [-5.969, -1.080, -4.069], [-5.416, -1.354, -2.797], [-5.271, -0.204, -1.977], [-6.388, -0.075, -0.967], [-7.649, 0.140, -1.580], [-8.445, -1.026, -1.667], [-6.201, -2.036, -4.535], [-6.884, -0.487, -3.993], [-5.251, -0.546, -4.702], [-5.231, 0.698, -2.598], [-4.322, -0.286, -1.444], [-6.181, 0.786, -0.324], [-6.419, -0.969, -0.336], [-8.820, -1.321, -0.681], [-7.891, -1.861, -2.101], [-9.294, -0.790, -2.307]],
  "spin_multiplicity": 1,
  "smiles": "C/C(Cl)=C(\\Cl)[PH3]CCCN.COCCOC.COCCOC.COCCOC.COCCOC",
  "energy_ha": -2788.75898,
  "e_above_lowest_kcal_mol": 0.0
}

***

{
  "formula": "C4H10N2O3",
  "method": "ωB97M-V with the def2-TZVPD basis set",
  "elements": ["O", "O", "C", "C", "N", "N", "C", "C", "H", "H", "H", "H", "H", "H", "H", "H", "O", "H", "H"],
  "positions_angstrom": [[0.818, 1.999, -1.239], [1.057, -0.938, 1.198], [0.177, 0.944, -1.377], [0.415, 0.118, 1.076], [-0.100, 0.429, -2.598], [0.244, 1.052, 2.003], [-0.483, 0.232, -0.217], [0.998, 1.060, 3.240], [0.221, 0.857, -3.470], [-0.553, -0.488, -2.614], [-0.299, 1.862, 1.692], [-0.748, -0.825, -0.412], [-1.377, 0.730, 0.206], [1.530, 0.110, 3.417], [0.340, 1.261, 4.102], [1.741, 1.872, 3.167], [-1.496, -3.063, -2.688], [-1.325, -3.722, -1.977], [-1.160, -3.489, -3.508]],
  "spin_multiplicity": 1,
  "smiles": "CNC(=O)CC(N)=O.O",
  "energy_ha": -493.67423,
  "e_above_lowest_kcal_mol": 6.8
}

***

{
  "formula": "C16H42O20P4Pb",
  "method": "ωB97M-V with the def2-TZVPD basis set",
  "elements": ["Pb", "C", "C", "O", "O", "H", "H", "H", "C", "C", "O", "O", "H", "H", "H", "C", "O", "P", "O", "O", "C", "O", "C", "H", "H", "H", "H", "H", "H", "H", "H", "H", "C", "O", "P", "O", "O", "C", "O", "C", "H", "H", "H", "H", "H", "H", "H", "H", "H", "C", "O", "P", "O", "O", "C", "O", "C", "H", "H", "H", "H", "H", "H", "H", "H", "H", "C", "O", "P", "O", "O", "C", "O", "C", "H", "H", "H", "H", "H", "H", "H", "H", "H"],
  "positions_angstrom": [[20.892, 11.331, 21.458], [22.758, 13.816, 24.567], [22.128, 12.675, 23.858], [22.867, 11.785, 23.342], [20.849, 12.668, 23.706], [22.603, 14.759, 24.043], [23.836, 13.698, 24.675], [22.353, 13.776, 25.578], [21.250, 10.089, 17.267], [21.276, 10.245, 18.770], [20.248, 9.906, 19.434], [22.241, 10.854, 19.322], [20.970, 9.073, 16.988], [22.135, 10.435, 16.732], [20.468, 10.722, 16.846], [17.409, 12.220, 24.890], [16.852, 11.747, 23.658], [17.384, 10.358, 22.962], [18.800, 10.466, 22.555], [16.947, 9.172, 24.057], [15.736, 9.281, 24.752], [16.379, 10.129, 21.709], [16.864, 9.331, 20.624], [17.448, 11.474, 25.684], [16.909, 13.124, 25.236], [18.436, 12.524, 24.687], [15.930, 9.173, 25.819], [15.063, 8.472, 24.467], [15.186, 10.218, 24.662], [16.897, 9.913, 19.703], [16.187, 8.507, 20.400], [17.837, 8.908, 20.874], [23.405, 16.937, 21.424], [22.591, 15.787, 21.639], [22.387, 14.757, 20.407], [21.450, 13.554, 20.606], [21.967, 15.592, 19.078], [22.772, 15.711, 17.916], [23.952, 14.346, 20.111], [24.736, 13.686, 21.072], [22.864, 17.853, 21.660], [23.814, 17.029, 20.418], [24.295, 17.020, 22.049], [23.534, 14.945, 17.774], [23.300, 16.664, 17.952], [22.215, 15.701, 16.980], [24.812, 12.631, 20.809], [24.517, 13.776, 22.136], [25.731, 14.126, 21.141], [23.394, 7.244, 24.611], [23.198, 7.131, 23.189], [21.865, 7.666, 22.444], [21.751, 9.126, 22.330], [20.711, 7.030, 23.350], [19.354, 6.979, 22.989], [21.865, 6.765, 21.051], [22.866, 7.137, 20.049], [23.579, 6.277, 25.079], [22.439, 7.469, 25.086], [24.107, 7.983, 24.975], [19.264, 6.928, 21.904], [18.960, 7.935, 23.333], [18.895, 6.097, 23.435], [22.218, 7.532, 19.266], [23.488, 6.311, 19.704], [23.610, 7.865, 20.372], [15.815, 14.375, 21.588], [16.606, 14.480, 20.420], [18.220, 14.143, 20.362], [18.591, 12.746, 20.866], [18.884, 15.372, 21.165], [19.018, 15.383, 22.551], [18.694, 14.461, 18.810], [19.331, 13.531, 18.047], [14.972, 13.720, 21.370], [15.428, 15.374, 21.789], [16.325, 14.072, 22.503], [18.866, 14.363, 22.905], [18.438, 16.148, 23.066], [20.049, 15.712, 22.683], [19.257, 13.882, 17.018], [18.817, 12.574, 18.134], [20.338, 13.456, 18.457]],
  "spin_multiplicity": 1,
  "energy_ha": -3698.29183,
  "e_above_lowest_kcal_mol": 55.5
}

***

{
  "formula": "C22H59N5O6",
  "method": "ωB97M-V with the def2-TZVPD basis set",
  "elements": ["C", "O", "C", "C", "N", "C", "C", "O", "C", "H", "H", "H", "H", "H", "H", "H", "H", "H", "H", "H", "H", "H", "H", "H", "C", "C", "C", "O", "C", "N", "H", "H", "H", "H", "H", "H", "H", "H", "H", "H", "H", "C", "C", "C", "O", "C", "N", "H", "H", "H", "H", "H", "H", "H", "H", "H", "H", "H", "C", "C", "C", "O", "C", "N", "H", "H", "H", "H", "H", "H", "H", "H", "H", "H", "H", "C", "C", "C", "O", "C", "N", "H", "H", "H", "H", "H", "H", "H", "H", "H", "H", "H"],
  "positions_angstrom": [[8.709, -45.442, -11.046], [7.527, -45.855, -11.772], [7.142, -47.223, -11.972], [6.813, -47.382, -13.433], [8.085, -47.072, -14.197], [7.751, -46.003, -15.217], [9.036, -45.446, -15.998], [9.155, -43.992, -15.697], [9.841, -43.645, -14.459], [9.515, -45.571, -11.768], [8.886, -45.862, -10.057], [8.699, -44.360, -10.915], [6.171, -47.135, -11.485], [7.843, -47.861, -11.435], [5.982, -46.849, -13.895], [6.727, -48.463, -13.538], [8.535, -46.692, -13.376], [7.227, -45.190, -14.714], [7.175, -46.523, -15.982], [8.866, -45.648, -17.056], [9.920, -46.011, -15.704], [10.761, -44.211, -14.312], [9.189, -43.840, -13.608], [10.310, -42.662, -14.405], [10.473, -41.669, -16.442], [9.983, -40.201, -16.264], [8.956, -39.938, -15.169], [8.499, -38.582, -15.201], [8.145, -37.928, -14.032], [11.084, -39.297, -16.069], [9.617, -42.343, -16.488], [11.148, -41.982, -15.646], [11.145, -41.787, -17.292], [9.466, -39.901, -17.176], [9.472, -40.227, -14.253], [8.213, -40.734, -15.213], [7.610, -38.638, -13.401], [7.648, -36.975, -14.211], [8.976, -37.646, -13.385], [11.786, -39.350, -16.793], [10.834, -38.319, -16.099], [12.579, -42.292, -11.760], [11.220, -41.763, -11.408], [10.229, -41.890, -12.543], [9.107, -41.037, -12.360], [7.931, -41.441, -13.049], [10.832, -42.487, -10.236], [12.975, -41.700, -12.585], [12.802, -43.337, -11.974], [13.360, -42.073, -11.032], [11.435, -40.702, -11.278], [9.940, -42.932, -12.683], [10.579, -41.614, -13.538], [7.686, -42.417, -12.630], [8.125, -41.682, -14.094], [7.126, -40.712, -12.958], [9.877, -42.352, -9.934], [11.363, -42.072, -9.484], [7.936, -40.635, -10.394], [7.621, -39.843, -9.153], [8.930, -39.574, -8.444], [9.791, -40.776, -8.170], [11.190, -40.562, -8.072], [6.924, -38.665, -9.523], [8.731, -41.379, -10.433], [8.354, -39.918, -11.100], [7.027, -41.078, -10.802], [6.986, -40.590, -8.677], [8.653, -39.018, -7.548], [9.559, -38.862, -8.978], [11.573, -40.885, -7.104], [11.495, -39.554, -8.353], [11.674, -41.283, -8.731], [7.732, -38.077, -9.673], [6.461, -38.770, -10.414], [14.504, -40.534, -13.551], [14.201, -40.707, -15.033], [14.409, -42.227, -15.346], [13.726, -43.152, -14.662], [13.651, -44.421, -15.201], [12.832, -40.285, -15.257], [14.260, -39.527, -13.211], [15.590, -40.561, -13.463], [14.070, -41.209, -12.814], [14.771, -40.075, -15.714], [15.497, -42.289, -15.346], [14.059, -42.369, -16.369], [13.406, -44.383, -16.262], [12.959, -45.094, -14.695], [14.606, -44.947, -15.196], [12.492, -40.004, -14.348], [12.159, -41.031, -15.357]],
  "spin_multiplicity": 1,
  "smiles": "COC[C@H](C)N.COC[C@H](C)N.COC[C@H](C)N.COC[C@H](C)N.COCCNCCOC",
  "energy_ha": -1598.31181,
  "e_above_lowest_kcal_mol": 219.3
}

***

{
  "formula": "C46H29ClF4IN5O3SSiV",
  "method": "ωB97M-V with the def2-TZVPD basis set",
  "elements": ["V", "Cl", "C", "C", "C", "I", "C", "O", "C", "N", "C", "C", "C", "C", "H", "H", "H", "H", "F", "C", "C", "F", "C", "C", "C", "F", "C", "C", "C", "N", "C", "N", "F", "C", "C", "N", "C", "N", "C", "C", "O", "S", "C", "C", "C", "C", "C", "C", "C", "C", "H", "H", "H", "H", "H", "H", "H", "C", "C", "C", "O", "H", "H", "H", "H", "H", "H", "H", "C", "C", "C", "C", "C", "C", "Si", "C", "C", "C", "C", "C", "C", "H", "H", "H", "H", "H", "H", "H", "H", "H", "H", "H"],
  "positions_angstrom": [[0.604, 0.330, 0.736], [0.793, 6.720, 4.028], [0.516, 5.177, 3.266], [-0.779, 4.682, 3.245], [-1.028, 3.465, 2.647], [-2.993, 2.688, 2.648], [-0.018, 2.699, 2.056], [-0.188, 1.584, 1.429], [1.324, 3.193, 2.142], [2.270, 2.393, 1.625], [3.530, 2.827, 1.638], [3.903, 4.056, 2.148], [2.942, 4.890, 2.707], [1.601, 4.462, 2.728], [-1.582, 5.244, 3.694], [4.265, 2.155, 1.213], [4.939, 4.364, 2.122], [3.217, 5.853, 3.108], [-0.679, -3.553, 2.283], [-0.766, -4.292, 3.414], [-0.847, -5.656, 3.293], [-0.789, -6.194, 2.055], [-0.996, -6.513, 4.408], [-1.067, -5.844, 5.652], [-0.952, -4.482, 5.777], [-0.976, -3.955, 7.021], [-0.788, -3.628, 4.663], [-0.623, -2.222, 4.774], [-0.207, -1.436, 3.710], [0.203, -0.739, 2.885], [-0.794, -1.517, 5.968], [-0.937, -0.886, 6.921], [-1.230, -6.570, 6.781], [-1.059, -7.922, 4.285], [-1.192, -8.796, 5.363], [-1.292, -9.594, 6.191], [-0.952, -8.602, 3.072], [-0.863, -9.249, 2.120], [-0.076, 4.545, -7.329], [1.170, 4.455, -8.163], [1.205, 4.608, -9.367], [2.705, 4.179, -7.284], [2.206, 3.502, -5.705], [1.839, 2.160, -5.622], [1.505, 1.618, -4.403], [1.541, 2.397, -3.235], [1.914, 3.745, -3.337], [2.247, 4.289, -4.558], [1.223, 1.804, -1.995], [0.940, 1.226, -0.960], [-0.907, 4.107, -7.878], [-0.296, 5.600, -7.156], [0.038, 4.052, -6.369], [1.811, 1.558, -6.520], [1.223, 0.578, -4.328], [1.944, 4.348, -2.440], [2.537, 5.327, -4.641], [3.736, -1.220, 1.544], [2.694, -1.736, 0.536], [2.214, -3.140, 0.937], [1.653, -0.868, 0.468], [4.515, -1.962, 1.713], [3.239, -1.000, 2.490], [4.184, -0.302, 1.165], [3.173, -1.803, -0.467], [1.867, -3.121, 1.968], [3.020, -3.865, 0.840], [1.385, -3.442, 0.296], [-4.536, 2.941, -1.223], [-4.982, 1.823, -0.540], [-4.104, 0.793, -0.246], [-2.763, 0.848, -0.615], [-2.340, 1.975, -1.320], [-3.212, 3.007, -1.623], [-1.527, -0.558, -0.122], [-1.511, -1.636, -1.714], [-0.717, -1.310, -2.809], [-0.774, -2.041, -3.983], [-1.624, -3.131, -4.082], [-2.414, -3.478, -3.000], [-2.359, -2.733, -1.835], [-5.212, 3.759, -1.431], [-6.014, 1.765, -0.221], [-4.467, -0.064, 0.303], [-1.303, 2.054, -1.619], [-2.855, 3.874, -2.165], [-2.309, -1.385, 0.858], [-0.044, -0.467, -2.723], [-0.161, -1.764, -4.832], [-1.670, -3.709, -4.995], [-3.078, -4.328, -3.075], [-2.984, -3.007, -1.000]],
  "total_charge": -2,
  "spin_multiplicity": 4,
  "energy_ha": -5058.83388,
  "e_above_lowest_kcal_mol": 73.8,
  "s2": 3.845
}

***

{
  "formula": "C8H7N2O5STi",
  "method": "ωB97M-V with the def2-TZVPD basis set",
  "elements": ["O", "C", "Ti", "C", "O", "C", "O", "C", "O", "C", "O", "H", "S", "C", "N", "C", "C", "N", "H", "H", "H", "H", "H", "H"],
  "positions_angstrom": [[0.205, 3.856, -3.223], [-0.010, 3.115, -2.324], [-0.349, 1.876, -1.016], [-1.411, 2.709, 0.461], [-2.011, 3.178, 1.352], [-0.210, -1.110, -2.502], [-0.432, -2.115, -1.818], [0.796, -0.970, -3.543], [1.450, 0.032, -3.794], [-0.989, 0.126, -2.181], [-2.193, 0.314, -2.437], [0.850, -1.993, -3.949], [1.532, 0.679, -0.324], [0.847, -0.169, 1.020], [1.356, -0.101, 2.247], [0.556, -0.805, 3.227], [-0.525, -1.466, 2.360], [-0.247, -0.953, 1.025], [2.154, 0.486, 2.447], [0.127, -0.092, 3.946], [1.154, -1.534, 3.781], [-1.528, -1.173, 2.674], [-0.445, -2.564, 2.389], [-0.677, -1.327, 0.180]],
  "total_charge": 1,
  "spin_multiplicity": 3,
  "energy_ha": -2042.07094,
  "e_above_lowest_kcal_mol": 28.8,
  "s2": 2.039
}